Entry 1:
{
  "formula": "C33H76I2N3O16P4",
  "method": "ωB97M-V with the def2-TZVPD basis set",
  "total_charge": 1,
  "elements": ["C", "C", "O", "C", "C", "O", "C", "C", "O", "C", "C", "P", "N", "O", "O", "C", "N", "C", "C", "C", "O", "P", "N", "C", "C", "O", "C", "C", "C", "C", "O", "C", "I", "C", "C", "I", "H", "H", "H", "H", "H", "H", "H", "H", "H", "H", "H", "H", "H", "H", "H", "H", "H", "H", "H", "H", "H", "H", "H", "H", "H", "H", "H", "H", "H", "H", "H", "H", "H", "H", "H", "H", "H", "H", "H", "H", "H", "H", "H", "H", "H", "H", "O", "P", "O", "C", "C", "O", "C", "C", "O", "C", "C", "H", "H", "H", "H", "H", "H", "H", "H", "H", "H", "H", "H", "H", "H", "H", "O", "P", "O", "C", "C", "O", "C", "C", "O", "C", "C", "H", "H", "H", "H", "H", "H", "H", "H", "H", "H", "H", "H", "H", "H", "H"],
  "positions_angstrom": [[3.114, 11.634, 0.921], [2.105, 10.303, 0.998], [1.034, 10.342, -0.008], [-0.119, 9.478, 0.404], [0.458, 7.951, 0.592], [-0.484, 6.882, 0.231], [-0.108, 5.590, 0.897], [1.489, 5.245, 0.812], [1.853, 3.850, 1.097], [1.197, 2.881, 0.249], [2.061, 1.596, -0.295], [0.613, 0.592, -1.086], [1.025, -0.929, -1.542], [-0.314, 1.448, -2.285], [-0.664, 0.229, 0.102], [2.503, 0.500, 0.860], [3.316, 0.978, 2.009], [2.394, 1.339, 3.131], [3.056, 1.938, 4.502], [2.451, 1.254, 5.895], [2.829, 3.413, 4.506], [4.152, -0.521, 2.647], [3.159, -1.838, 2.559], [4.348, 1.903, 1.537], [4.481, 2.397, 0.027], [4.669, 3.886, 0.154], [3.409, 1.949, -1.149], [3.925, 0.823, -2.208], [4.803, -0.436, -1.802], [5.927, -0.741, -3.012], [5.551, -0.511, -0.572], [3.314, 3.305, -2.121], [2.043, 2.996, -3.943], [4.579, 3.953, -2.834], [6.090, 3.421, -2.678], [4.404, 4.205, -5.060], [3.591, 11.767, -0.143], [4.021, 11.358, 1.646], [2.630, 12.602, 1.367], [1.636, 10.174, 2.085], [2.842, 9.372, 0.873], [-0.680, 9.907, 1.339], [-0.835, 9.441, -0.550], [0.776, 7.808, 1.724], [1.388, 7.861, -0.152], [-0.824, 4.787, 0.437], [-0.448, 5.712, 2.035], [1.885, 5.665, -0.207], [2.017, 5.901, 1.659], [0.863, 3.466, -0.740], [0.175, 2.610, 0.772], [2.041, -1.036, -1.384], [-0.209, 0.945, -3.146], [-0.436, 0.565, 1.004], [1.581, -0.081, 1.348], [3.131, -0.390, 0.369], [1.904, 0.299, 3.470], [1.476, 2.012, 2.870], [4.228, 1.737, 4.551], [3.261, 0.543, 6.405], [1.485, 0.621, 5.696], [2.216, 2.114, 6.663], [2.043, 3.646, 5.097], [5.415, -0.755, 1.999], [4.456, -0.403, 4.073], [3.690, -2.547, 1.969], [5.403, 1.420, 1.843], [4.309, 2.858, 2.259], [5.549, 2.045, -0.377], [5.535, 4.076, 0.639], [4.455, 1.267, -3.187], [2.937, 0.384, -2.727], [4.122, -1.418, -1.844], [6.277, -1.861, -2.800], [5.306, -0.780, -4.004], [6.809, 0.029, -3.012], [5.687, -1.461, -0.242], [2.731, 4.197, -1.578], [4.636, 5.104, -2.502], [6.778, 4.126, -3.356], [6.572, 3.528, -1.591], [6.331, 2.334, -3.027], [-4.909, -3.523, -1.175], [-5.851, -2.478, -0.528], [-6.576, -2.082, -1.962], [-7.498, -3.003, -2.514], [-8.817, -2.958, -1.774], [-4.670, -1.305, -0.517], [-3.357, -1.650, -0.093], [-2.435, -1.699, -1.299], [-6.903, -1.310, 0.195], [-6.766, 0.101, 0.083], [-7.063, 0.649, -1.301], [-7.079, -4.017, -2.499], [-7.653, -2.720, -3.560], [-8.697, -3.291, -0.739], [-9.556, -3.605, -2.259], [-9.211, -1.938, -1.738], [-3.352, -2.597, 0.456], [-3.014, -0.874, 0.598], [-2.825, -2.363, -2.078], [-1.439, -2.042, -1.015], [-2.350, -0.707, -1.753], [-5.792, 0.438, 0.450], [-7.502, 0.526, 0.774], [-6.271, 0.390, -2.010], [-7.134, 1.742, -1.273], [-8.003, 0.249, -1.689], [-1.914, -10.512, -0.025], [-2.976, -9.547, -0.607], [-1.988, -8.223, -0.506], [-0.938, -8.107, -1.449], [-1.469, -7.673, -2.798], [-3.750, -9.388, 0.858], [-3.990, -10.551, 1.642], [-3.049, -10.558, 2.834], [-4.162, -8.469, -1.257], [-4.897, -7.508, -0.510], [-4.069, -6.338, -0.010], [-0.394, -9.056, -1.533], [-0.241, -7.354, -1.069], [-2.126, -8.437, -3.224], [-0.647, -7.497, -3.499], [-2.060, -6.756, -2.709], [-3.889, -11.463, 1.043], [-5.026, -10.509, 1.993], [-2.005, -10.456, 2.524], [-3.155, -11.480, 3.409], [-3.261, -9.708, 3.490], [-5.462, -7.979, 0.299], [-5.651, -7.110, -1.199], [-3.401, -6.643, 0.801], [-4.719, -5.548, 0.379], [-3.454, -5.920, -0.811]]
}

---

Entry 2:
{
  "formula": "C33H77N11O11",
  "method": "ωB97M-V with the def2-TZVPD basis set",
  "de_lowest_ev": 1.9415,
  "elements": ["C", "C", "O", "N", "C", "H", "H", "H", "H", "H", "H", "H", "C", "C", "O", "N", "C", "H", "H", "H", "H", "H", "H", "H", "C", "C", "O", "N", "C", "H", "H", "H", "H", "H", "H", "H", "C", "C", "O", "N", "C", "H", "H", "H", "H", "H", "H", "H", "C", "C", "O", "N", "C", "H", "H", "H", "H", "H", "H", "H", "C", "C", "O", "N", "C", "H", "H", "H", "H", "H", "H", "H", "C", "C", "O", "N", "C", "H", "H", "H", "H", "H", "H", "H", "C", "C", "O", "N", "C", "H", "H", "H", "H", "H", "H", "H", "C", "C", "O", "N", "C", "H", "H", "H", "H", "H", "H", "H", "C", "C", "O", "N", "C", "H", "H", "H", "H", "H", "H", "H", "C", "C", "O", "N", "C", "H", "H", "H", "H", "H", "H", "H"],
  "positions_angstrom": [[-2.659, -4.145, -3.771], [-1.171, -4.352, -3.871], [-0.657, -5.232, -4.527], [-0.432, -3.553, -3.062], [1.042, -3.631, -2.972], [-3.179, -4.652, -4.584], [-2.878, -3.082, -3.673], [-2.933, -4.694, -2.871], [-0.872, -2.783, -2.578], [1.496, -2.797, -3.508], [1.469, -4.535, -3.408], [1.431, -3.564, -1.956], [-4.528, -1.161, -1.776], [-3.354, -1.389, -0.880], [-2.758, -2.441, -0.844], [-2.949, -0.515, 0.010], [-3.727, 0.634, 0.543], [-5.309, -1.898, -1.592], [-4.258, -1.322, -2.820], [-4.918, -0.148, -1.682], [-2.049, -0.732, 0.412], [-3.758, 0.565, 1.631], [-4.722, 0.919, 0.202], [-3.036, 1.470, 0.436], [-1.410, -0.857, -5.920], [-1.167, -0.402, -4.491], [-2.135, -0.012, -3.884], [0.117, -0.473, -4.100], [0.461, -0.171, -2.689], [-2.256, -1.545, -5.922], [-0.543, -1.410, -6.282], [-1.613, 0.026, -6.526], [0.896, -0.540, -4.739], [1.286, 0.532, -2.579], [0.854, -1.075, -2.225], [-0.363, 0.128, -2.042], [4.328, 5.801, -3.684], [5.316, 5.167, -2.703], [6.293, 5.804, -2.381], [5.010, 3.953, -2.200], [5.789, 3.253, -1.218], [3.777, 6.572, -3.145], [3.604, 5.130, -4.145], [4.895, 6.241, -4.504], [4.162, 3.504, -2.514], [5.127, 3.037, -0.379], [6.625, 3.844, -0.844], [6.193, 2.336, -1.645], [1.651, 3.618, 4.261], [1.771, 4.510, 5.464], [2.797, 4.662, 6.147], [0.612, 5.099, 5.743], [0.306, 6.012, 6.818], [1.231, 2.665, 4.583], [2.603, 3.503, 3.741], [0.956, 4.085, 3.563], [-0.159, 4.858, 5.135], [1.013, 6.123, 7.640], [-0.624, 5.632, 7.240], [0.159, 6.970, 6.319], [-5.115, -4.696, -0.349], [-3.962, -5.629, 0.046], [-4.128, -6.737, 0.576], [-2.747, -5.092, -0.070], [-1.401, -5.630, 0.039], [-4.957, -3.740, 0.150], [-6.152, -4.983, -0.173], [-5.089, -4.529, -1.426], [-2.666, -4.131, -0.371], [-0.847, -5.035, 0.765], [-0.848, -5.385, -0.868], [-1.365, -6.710, 0.180], [0.322, -2.054, 0.902], [0.395, -0.566, 1.169], [-0.445, -0.007, 1.797], [1.474, 0.029, 0.688], [1.831, 1.374, 0.930], [-0.605, -2.572, 1.149], [1.163, -2.610, 1.317], [0.365, -2.191, -0.179], [2.072, -0.540, 0.107], [0.990, 2.056, 0.810], [2.621, 1.731, 0.269], [2.222, 1.431, 1.946], [0.321, 2.979, -3.394], [1.445, 3.333, -2.363], [2.377, 2.569, -2.186], [1.244, 4.511, -1.679], [2.228, 5.023, -0.686], [-0.506, 2.377, -3.019], [0.798, 2.334, -4.132], [-0.097, 3.834, -3.924], [0.353, 4.967, -1.812], [1.644, 5.257, 0.205], [2.675, 5.949, -1.048], [3.010, 4.341, -0.351], [3.846, -3.604, 0.659], [3.858, -2.311, -0.131], [2.833, -1.967, -0.701], [5.072, -1.761, -0.284], [5.360, -0.481, -0.862], [2.826, -3.902, 0.901], [4.341, -3.475, 1.622], [4.355, -4.324, 0.018], [5.885, -2.339, -0.131], [6.345, -0.313, -0.425], [4.710, 0.351, -0.592], [5.469, -0.546, -1.945], [-2.944, -5.077, 4.003], [-2.001, -3.893, 3.791], [-0.791, -4.063, 4.022], [-2.407, -2.682, 3.378], [-3.686, -2.453, 2.788], [-3.959, -4.680, 4.037], [-2.799, -5.511, 4.992], [-2.946, -5.821, 3.207], [-1.696, -2.001, 3.150], [-3.943, -3.092, 1.943], [-3.663, -1.428, 2.420], [-4.487, -2.353, 3.521], [-2.237, 1.784, 4.655], [-1.932, 2.871, 3.727], [-1.871, 4.030, 4.161], [-1.665, 2.616, 2.408], [-1.284, 3.672, 1.502], [-2.112, 0.842, 4.123], [-3.302, 1.836, 4.881], [-1.579, 1.830, 5.523], [-1.311, 1.695, 2.192], [-0.698, 4.496, 1.908], [-2.233, 4.061, 1.134], [-0.826, 3.192, 0.637]]
}

---

Entry 3:
{
  "formula": "C33H77N4O14P3",
  "method": "ωB97M-V with the def2-TZVPD basis set",
  "elements": ["C", "C", "C", "N", "C", "C", "O", "N", "C", "O", "C", "C", "C", "C", "C", "C", "N", "N", "C", "C", "C", "H", "H", "H", "H", "H", "H", "H", "H", "H", "H", "H", "H", "H", "H", "H", "H", "H", "H", "H", "H", "H", "H", "H", "H", "H", "H", "H", "H", "H", "H", "H", "H", "O", "P", "O", "C", "C", "O", "C", "C", "O", "C", "C", "H", "H", "H", "H", "H", "H", "H", "H", "H", "H", "H", "H", "H", "H", "H", "O", "P", "O", "C", "C", "O", "C", "C", "O", "C", "C", "H", "H", "H", "H", "H", "H", "H", "H", "H", "H", "H", "H", "H", "H", "H", "O", "P", "O", "C", "C", "O", "C", "C", "O", "C", "C", "H", "H", "H", "H", "H", "H", "H", "H", "H", "H", "H", "H", "H", "H", "H"],
  "positions_angstrom": [[-0.494, -2.368, 0.516], [-1.618, -3.358, 0.189], [-1.150, -4.534, -0.701], [0.241, -4.944, -0.490], [1.053, -5.006, -1.694], [0.680, -6.161, -2.627], [-0.426, -6.378, -3.072], [1.825, -6.907, -2.937], [2.990, -6.371, -2.226], [3.416, -7.399, -1.339], [4.712, -7.918, -1.584], [5.876, -6.970, -1.270], [6.497, -7.155, 0.132], [2.610, -4.993, -1.547], [3.049, -5.067, -0.088], [2.809, -3.783, 0.731], [3.801, -3.574, 1.798], [3.032, -3.801, -2.302], [4.474, -3.655, -2.564], [5.303, -3.072, -1.418], [4.819, -1.689, -0.935], [0.074, -2.119, -0.381], [0.123, -2.819, 1.287], [-0.885, -1.438, 0.932], [-2.074, -3.744, 1.103], [-2.413, -2.822, -0.336], [-1.813, -5.372, -0.472], [-1.350, -4.276, -1.738], [0.291, -5.807, 0.035], [0.737, -4.127, -2.265], [1.704, -7.868, -2.632], [3.776, -6.307, -2.984], [4.798, -8.787, -0.930], [4.807, -8.303, -2.606], [6.637, -7.125, -2.036], [5.568, -5.931, -1.367], [6.072, -7.995, 0.676], [6.379, -6.239, 0.714], [7.576, -7.276, 0.036], [2.496, -5.869, 0.400], [4.100, -5.337, 0.010], [1.862, -3.917, 1.244], [2.724, -2.899, 0.105], [4.736, -3.712, 1.425], [3.675, -4.330, 2.464], [2.607, -3.896, -3.219], [4.944, -4.577, -2.927], [4.557, -2.938, -3.385], [6.304, -2.932, -1.837], [5.426, -3.785, -0.602], [4.618, -1.698, 0.136], [5.551, -0.911, -1.135], [3.882, -1.451, -1.439], [10.079, -0.326, 2.318], [8.737, 0.188, 2.025], [7.808, -0.876, 1.291], [7.484, -2.109, 1.951], [6.528, -1.931, 3.115], [8.863, 1.260, 0.830], [10.132, 1.605, 0.274], [10.486, 0.720, -0.904], [7.685, 0.999, 2.889], [8.114, 1.657, 4.104], [9.160, 2.721, 3.844], [8.405, -2.598, 2.276], [7.026, -2.737, 1.186], [7.002, -1.397, 3.942], [6.203, -2.902, 3.488], [5.654, -1.358, 2.811], [10.909, 1.566, 1.038], [10.051, 2.644, -0.049], [10.304, -0.330, -0.673], [11.534, 0.844, -1.177], [9.872, 0.973, -1.770], [8.490, 0.909, 4.805], [7.218, 2.095, 4.540], [10.086, 2.281, 3.467], [9.392, 3.253, 4.766], [8.806, 3.433, 3.099], [-4.178, 1.198, 2.141], [-4.292, 2.079, 0.974], [-3.436, 1.583, -0.271], [-3.726, 0.311, -0.870], [-5.032, 0.311, -1.642], [-3.489, 3.437, 1.293], [-2.859, 3.647, 2.557], [-1.420, 3.168, 2.551], [-5.535, 2.767, 0.266], [-6.798, 2.845, 0.963], [-6.703, 3.659, 2.237], [-3.729, -0.462, -0.096], [-2.904, 0.094, -1.551], [-5.889, 0.414, -0.975], [-5.146, -0.624, -2.190], [-5.063, 1.145, -2.343], [-3.427, 3.166, 3.354], [-2.895, 4.722, 2.742], [-1.340, 2.177, 2.106], [-1.024, 3.130, 3.567], [-0.796, 3.840, 1.962], [-7.158, 1.836, 1.179], [-7.501, 3.308, 0.273], [-6.053, 3.175, 2.969], [-7.690, 3.771, 2.686], [-6.288, 4.647, 2.032], [-10.370, 5.942, -2.481], [-10.173, 7.043, -1.533], [-10.238, 8.478, -2.217], [-11.447, 8.902, -2.866], [-12.568, 9.204, -1.891], [-8.625, 7.052, -1.093], [-7.711, 6.067, -1.575], [-7.015, 6.516, -2.843], [-10.769, 7.336, -0.092], [-11.406, 6.266, 0.642], [-10.450, 5.128, 0.943], [-11.756, 8.142, -3.588], [-11.184, 9.801, -3.421], [-12.925, 8.297, -1.400], [-13.412, 9.652, -2.416], [-12.228, 9.885, -1.112], [-8.223, 5.114, -1.720], [-6.972, 5.915, -0.785], [-7.728, 6.934, -3.554], [-6.495, 5.680, -3.313], [-6.283, 7.294, -2.621], [-12.269, 5.905, 0.079], [-11.775, 6.710, 1.563], [-10.124, 4.634, 0.025], [-10.938, 4.383, 1.572], [-9.560, 5.500, 1.451]]
}

---

Record order is preserved below.
LUMO energy: -3.4; 0.0; 0.6 eV
Record order is preserved below.
Frontier orbital gap: 6.1; 9.0; 9.2 eV
Record order is preserved below.
E: -126014.318; -74387.606; -97968.717 eV